Entry 1:
This record from the Open Molecules 2025 dataset describes C2HO4Zn as an isolated structure in a non-equilibrium geometry. The level of theory is ωB97M-V/def2-TZVPD.

energy: -58677.5656 eV
HOMO energy (alpha / beta): -12.625 / -12.623 eV
molecular weight: 154.416 g mol⁻¹
total charge: +1
gap between HOMO and LUMO (alpha / beta): 0.121 / 0.121 Eh
LUMO energy (alpha / beta): -9.34 / -9.34 eV
ΔE to the lowest compared entry with this formula, charge and spin: 962.8 kJ/mol

Positions of all 8 atoms, in Å:
O 2.17394 -0.55688 0.08748
O -2.44904 -0.13312 0.32918
O 0.95049 -0.07879 0.65298
O -2.73886 1.20873 -0.01328
C -1.29825 -0.48928 0.19250
C -0.04735 -0.29786 -0.20251
H 0.19597 -0.48774 -1.25375
Zn 3.21310 0.83495 0.20740

Entry 2:
This record from the Open Molecules 2025 dataset describes one molecule with the formula C5H9NO2. The level of theory is ωB97M-V/def2-TZVPD.

energy: -10915.7980 eV
structure (SMILES): CCC(=O)NCC=O
HOMO energy: -9.809 eV
molecular weight: 115.132 g mol⁻¹
gap between HOMO and LUMO: 0.386 Eh
LUMO energy: 0.70 eV
ΔE to the lowest compared entry with this formula, charge and spin: 75.0 kJ/mol

Positions of all 17 atoms, in Å:
C 2.08248 -0.43079 -1.35752
C 0.86675 -0.83284 -0.54956
C -0.43366 -0.23312 -1.05161
O -0.62248 -0.06128 -2.23825
N -1.41062 0.05831 -0.15025
C -1.35475 0.07385 1.29978
C -1.01369 1.44610 1.84903
O -1.43145 1.81381 2.91182
H 2.39842 -1.18953 -2.05772
H 2.92087 -0.21700 -0.69519
H 1.96078 0.47773 -1.93190
H 0.69173 -1.91104 -0.55370
H 0.99787 -0.68467 0.52250
H -2.24779 0.43777 -0.56519
H -0.67420 -0.67304 1.69078
H -2.34299 -0.15023 1.68114
H -0.38727 2.07597 1.19585